(1)
# C17H27LaN2OS

A structure of composition C17H27LaN2OS (ωB97M-V/def2-TZVPD, the Open Molecules 2025 dataset).

Structure (ORCA input):
```
! wB97M-V def2-TZVPD RIJCOSX def2/J DEFGRID3
* xyz 3 2
C 4.50078 -0.98614 -0.11367
C 4.06365 -0.80722 -1.57112
S 2.30167 -0.48760 -1.88650
C 1.36331 -1.29678 -0.55355
C 0.11308 -0.49137 -0.09209
C -0.64420 -1.38522 0.90233
C -0.94405 -2.71067 0.58690
C -1.63279 -3.49393 1.50764
N -2.02956 -3.06280 2.69665
C -1.76774 -1.80147 2.99743
C -1.08349 -0.93646 2.14507
C -0.79655 -0.21178 -1.30324
C -2.07002 0.60787 -1.00715
C -2.57627 1.35190 -2.26499
C -3.21918 -0.32088 -0.50879
N -1.81025 1.60892 0.08662
O -2.66166 2.41793 0.27288
C -0.39337 2.03335 0.43816
C 0.02158 3.03438 -0.65783
C -0.40909 2.78274 1.77420
C 0.56996 0.82468 0.54980
H 5.57114 -0.70430 0.05200
H 4.36321 -2.02595 0.22951
H 3.93584 -0.35640 0.57606
H 4.38534 -1.67902 -2.15239
H 4.58115 0.06117 -1.98482
H 1.02973 -2.25960 -0.93399
H 1.97716 -1.51119 0.32321
H -0.66291 -3.15123 -0.36175
H -1.87134 -4.52127 1.25835
H -2.09963 -1.44649 3.96636
H -0.90428 0.07469 2.48299
H -1.14538 -1.16505 -1.70206
H -0.23779 0.27744 -2.10681
H -2.28598 2.39993 -2.29353
H -2.12492 0.86718 -3.13249
H -3.65184 1.25343 -2.37515
H -3.20335 -1.24973 -1.07160
H -4.18159 0.15947 -0.67730
H -3.14550 -0.52839 0.55539
H -0.20608 2.70560 -1.67044
H -0.43418 4.00429 -0.46178
H 1.10197 3.15160 -0.58379
H -1.11561 3.60954 1.76687
H 0.58576 3.20562 1.91842
H -0.62888 2.12860 2.61542
H 1.51359 1.15292 0.11239
H 0.77229 0.64810 1.60643
La 7.18620 -1.77035 0.04573
*
```

Results
highest occupied orbital energy (alpha / beta) = -0.5980 / -0.5980 Eh
orbital gap (alpha / beta) = 4.273 / 4.285 eV
maximum force = 3.02 eV/A
LUMO energy (alpha / beta) = -0.4410 / -0.4405 hartree
⟨S²⟩ = 0.7508
E_tot = -34755.8389 eV

Results of the Mulliken charge analysis, in e, for atoms 1 through 2: C -1.1175; C -0.6836

---

(2)
# C14H16O2

A cluster of 2 separate species, C14H16O2 in total (ωB97M-V/def2-TZVPD, the Open Molecules 2025 dataset).

Structure (ORCA input):
```
! wB97M-V def2-TZVPD RIJCOSX def2/J DEFGRID3
* xyz 0 1
C -0.96401 -1.18840 -2.65043
C -0.08575 1.05580 -2.13654
C -1.16538 0.18397 -2.03871
C -0.20621 2.40561 -1.82785
C -2.37870 0.63546 -1.54619
C -1.43558 2.82547 -1.34429
C -2.50404 1.96245 -1.15829
O -1.48295 4.11567 -0.83769
H 0.91005 0.66357 -2.33114
H 0.49425 3.17242 -2.12796
H -1.54920 -1.97047 -2.15366
H 0.06769 -1.51866 -2.54588
H -3.24473 -0.01345 -1.44500
H -3.47549 2.31108 -0.84422
H -2.34150 4.50920 -1.03111
H -1.31367 -1.17780 -3.68357
C 1.67681 1.29634 1.39977
C 2.08699 -2.18454 2.89365
C 1.14213 -2.90672 2.16891
C 2.24625 -0.82671 2.68981
C 1.41725 -0.13955 1.81098
C 0.24772 -2.22867 1.35798
C 0.42007 -0.85887 1.18398
O 1.06708 -4.26554 2.39068
H 2.81956 -2.69115 3.50290
H 2.96401 -0.30734 3.31450
H -0.47885 -2.74303 0.72677
H 0.21446 -4.59908 2.05536
H 1.02133 1.91357 2.01703
H 1.33029 1.43653 0.38120
H -0.23526 -0.37533 0.48073
H 2.73539 1.50816 1.32826
*
```

Results
highest occupied orbital energy = -0.3040 Eh
orbital gap = 9.046 eV
maximum force = 1.30 eV/A
LUMO energy = 0.0284 hartree
E_tot = -18872.0501 eV
SMILES string = Cc1ccc(O)cc1.Cc1ccc(O)cc1

Results of the Mulliken charge analysis, in e, for atoms 1 through 2: C -1.6135; C 0.0267

---

(3)
# CH2N5

The ion CH2N5 with charge +1 (ωB97M-V/def2-TZVPD, the Open Molecules 2025 dataset).

Structure (ORCA input):
```
! wB97M-V def2-TZVPD RIJCOSX def2/J DEFGRID3
* xyz 1 1
C 1.42143 0.11841 -0.08543
N 2.42152 0.67339 0.08241
N -1.20249 1.32734 0.21190
N 0.18192 -1.75009 0.07241
N -0.75403 0.43736 -0.45296
N 0.28022 -0.55739 0.00590
H -1.81076 2.03032 -0.18002
H -0.53780 -2.27934 0.34579
*
```

Results
highest occupied orbital energy (alpha / beta) = -0.5958 / -0.5958 Eh
orbital gap (alpha / beta) = 8.273 / 8.272 eV
maximum force = 6.12 eV/A
LUMO energy (alpha / beta) = -0.2917 / -0.2918 hartree
E_tot = -8505.0152 eV
SMILES string = [H]/N=[N+](C#N)\N=N\[H]

Results of the Mulliken charge analysis, in e, for atoms 1 through 2: C 0.4042; N -0.1154

---

(4)
# C5H9NO2

The molecule C5H9NO2 (ωB97M-V/def2-TZVPD, the Open Molecules 2025 dataset).

Structure (ORCA input):
```
! wB97M-V def2-TZVPD RIJCOSX def2/J DEFGRID3
* xyz 0 1
C 2.09282 0.38888 -1.72028
C 0.90984 -0.43840 -1.23499
C -0.84518 -0.55696 0.63530
C -1.02639 -1.82938 1.03863
C -1.19884 0.60949 1.45115
H 2.17886 -0.15643 -2.76974
H 2.02690 1.61321 -2.07852
H 3.17325 0.02581 -1.09286
H -0.04423 1.13428 -0.40126
H -1.80684 -2.15574 1.56684
H -0.24718 -2.77432 0.82354
H -1.95024 0.50200 2.24886
H -0.37122 1.03531 1.99819
H -2.17691 2.50729 0.73444
N 0.02553 0.10517 -0.24865
O 1.05865 -1.60272 -1.22228
O -1.79884 1.59249 0.27160
*
```

Results
highest occupied orbital energy = -0.3137 Eh
orbital gap = 9.098 eV
maximum force = 6.57 eV/A
LUMO energy = 0.0206 hartree
E_tot = -10911.3217 eV
SMILES string = C=C(CO)NC(C)=O

Results of the Mulliken charge analysis, in e, for atoms 1 through 2: C -0.8391; C 0.4008

---

(5)
# CH3N2PS

The molecule CH3N2PS (ωB97M-V/def2-TZVPD, the Open Molecules 2025 dataset).

Structure (ORCA input):
```
! wB97M-V def2-TZVPD RIJCOSX def2/J DEFGRID3
* xyz 0 1
C 1.40025 0.77428 0.12695
N 0.86100 -0.31826 -0.29446
N -0.01359 -1.13115 -0.13012
P -1.57652 -0.80478 0.23194
S -2.07347 1.13914 -0.07935
H 1.29633 1.23702 1.11147
H 2.19065 1.03097 -0.54401
H -2.08464 -1.92721 -0.42242
*
```

Results
highest occupied orbital energy (alpha / beta) = -0.3050 / -0.3054 Eh
orbital gap (alpha / beta) = 6.896 / 7.149 eV
maximum force = 3.26 eV/A
LUMO energy (alpha / beta) = -0.0516 / -0.0426 hartree
E_tot = -24186.7078 eV
SMILES string = C=NN=[PH]=S

Results of the Mulliken charge analysis, in e, for atoms 1 through 2: C -0.2128; N 0.0518

---

(6)
# C44H62N7O2RuS2Sb

A structure of composition C44H62N7O2RuS2Sb (ωB97M-V/def2-TZVPD, the Open Molecules 2025 dataset).

Structure (ORCA input):
```
! wB97M-V def2-TZVPD RIJCOSX def2/J DEFGRID3
* xyz 3 2
Ru -1.17031 -0.49671 -0.88029
C 8.28584 -0.80669 9.06583
O 8.42319 -0.77839 7.62993
C 7.36196 -0.75713 6.86961
C 6.03334 -0.76466 7.35776
C 4.99757 -0.73844 6.46594
C 5.23437 -0.70704 5.07365
C 6.57137 -0.70035 4.60266
C 7.61152 -0.72581 5.47625
C 4.17410 -0.69866 4.11386
N 4.35355 -0.71054 2.79396
C 3.11796 -0.70952 2.26530
C 2.13768 -0.69472 3.25874
N 2.83034 -0.68683 4.43015
C 0.73745 -0.75333 2.96991
C -0.31933 -0.80470 3.89207
C -1.60056 -0.98978 3.43311
C -1.82736 -1.08629 2.05668
N -0.84811 -0.95455 1.17024
C 0.40648 -0.79407 1.60978
C 1.39478 -0.70835 0.57648
N 0.92099 -0.63705 -0.68557
C 1.78924 -0.59325 -1.68161
C 3.17406 -0.62114 -1.47540
C 3.66381 -0.66782 -0.19247
C 2.75514 -0.70352 0.87161
H 9.29776 -0.81063 9.45217
H 7.76608 -1.71103 9.37937
H 7.75932 0.08072 9.41438
H 5.83595 -0.79742 8.41903
H 3.98975 -0.74396 6.86205
H 6.74903 -0.67282 3.53672
H 8.63856 -0.72573 5.13636
H 2.44223 -0.69552 5.35892
H -0.13141 -0.70479 4.95433
H -2.43517 -1.05446 4.11709
H -2.81461 -1.27544 1.65572
H 1.36276 -0.54195 -2.67036
H 3.83868 -0.59718 -2.32811
H 4.72661 -0.67352 0.01500
C 1.65562 2.75091 0.55470
C 1.02830 3.24726 -0.74600
C 0.99237 4.77416 -0.74466
C 1.81895 2.77016 -1.96176
Sb -0.97819 2.31366 -0.88817
C -2.14009 3.12268 0.81639
C -3.63254 2.93445 0.56387
C -1.71824 2.28451 2.01597
C -1.84219 4.59814 1.05620
C -1.84257 3.04635 -2.79514
C -1.20166 2.20729 -3.89789
C -3.34629 2.79165 -2.77098
C -1.56129 4.52897 -3.00579
H 2.70578 3.06601 0.58903
H 1.63243 1.66695 0.63698
H 1.16092 3.17771 1.42861
H 2.02828 5.12932 -0.68465
H 0.46282 5.18890 0.10437
H 0.56392 5.18967 -1.64989
H 2.86764 3.06941 -1.84622
H 1.45290 3.22738 -2.88092
H 1.79286 1.69195 -2.08137
H -3.87896 1.93173 0.22129
H -4.01390 3.65604 -0.15453
H -4.16266 3.10686 1.50785
H -2.02928 1.25289 1.88361
H -2.21015 2.67183 2.91609
H -0.64062 2.30343 2.19447
H -2.00417 5.21049 0.16800
H -0.82929 4.76175 1.41793
H -2.52431 4.96710 1.83059
H -1.36151 1.14342 -3.73983
H -0.12754 2.37919 -3.97958
H -1.65272 2.48912 -4.85781
H -3.58298 1.77791 -2.44774
H -3.73526 2.93173 -3.78720
H -3.87080 3.49040 -2.12521
H -0.50732 4.72270 -3.19430
H -1.88854 5.14533 -2.16681
H -2.11333 4.86673 -3.89021
O -0.84857 -0.80796 -2.99100
S -0.84102 -2.00643 -3.94899
C 0.43277 -1.62640 -5.18532
C -0.25242 -0.88861 -6.33139
C -1.59335 -1.59465 -6.51063
C -2.20083 -1.68198 -5.11273
H 0.84835 -2.58505 -5.50260
H 1.20548 -1.05431 -4.67668
H 0.35189 -0.91899 -7.23677
H -0.40347 0.15898 -6.06153
H -1.43939 -2.59633 -6.91732
H -2.25558 -1.06136 -7.19098
H -2.95437 -2.45979 -4.99996
H -2.60172 -0.72498 -4.77361
C -7.48977 -1.46151 -1.09669
N -6.10189 -1.22711 -0.70331
C -5.18185 -0.69136 -1.49588
N -5.53072 -0.37259 -2.74663
S -3.62295 -0.37727 -0.90327
H -8.00973 -1.91646 -0.26060
H -7.54339 -2.14473 -1.94554
H -7.98982 -0.52474 -1.34661
H -5.81146 -1.44167 0.23412
H -6.45422 -0.54526 -3.10878
H -4.86114 0.07639 -3.34416
C -1.27510 -7.07498 -1.01008
C -1.23261 -5.57547 -0.98684
C -2.38413 -4.79913 -1.01221
C -2.29211 -3.41956 -0.99879
N -1.12317 -2.76197 -0.96434
C -0.01018 -3.50806 -0.94030
C -0.02327 -4.88628 -0.94842
H -2.29513 -7.44997 -1.04869
H -0.78723 -7.48405 -0.12401
H -0.73212 -7.45584 -1.87638
H -3.35944 -5.26765 -1.04259
H -3.18407 -2.81048 -1.02188
H 0.93162 -2.97914 -0.92158
H 0.91506 -5.42634 -0.92720
*
```

Results
highest occupied orbital energy (alpha / beta) = -0.5178 / -0.5178 Eh
orbital gap (alpha / beta) = 6.892 / 3.960 eV
maximum force = 3.44 eV/A
LUMO energy (alpha / beta) = -0.2645 / -0.3723 hartree
⟨S²⟩ = 0.7887
E_tot = -91929.6656 eV

Results of the Mulliken charge analysis, in e, for atoms 1 through 2: Ru 1.0239; C -0.8465